(1)
Below is 3 unconnected molecules or ions with the total composition C3H12N2O in a non-equilibrium geometry, with properties calculated with ωB97M-V/def2-TZVPD.

Computed properties:
ΔE to the lowest compared entry with this formula, charge and spin: 35.8 kcal/mol
SMILES: C=C.NCO.N
LUMO level: 0.8 eV
2S+1: 1

Atoms and positions in Å:
C -0.472129 -3.598138 -3.459806
C 0.636911 -3.097269 -2.905120
N 2.322126 1.573659 2.950620
H -0.305948 -4.145321 -4.380955
H 0.507524 2.168322 1.205290
H -1.414792 -3.643942 -2.940102
H 1.642878 -3.374538 -3.182451
H 0.566039 -2.443012 -2.044085
H 1.777511 0.815790 3.348295
H 2.975538 1.266307 2.246171
H 2.862565 1.924537 3.735199
N -2.205454 2.229096 1.164317
C -1.163964 1.521796 0.521019
O 0.035525 2.261838 0.364421
H -3.076517 2.426564 0.705422
H -2.153811 2.311903 2.151434
H -1.569092 1.262674 -0.462341
H -0.964907 0.539742 0.982665

Atoms 1-3, force components in eV/Å:
1.771 -0.414 0.071
-0.938 0.022 0.596
-0.277 0.403 0.569

(2)
Below is 3 unconnected molecules or ions with the total composition C3H12N2O2 in a non-equilibrium geometry, with properties calculated with ωB97M-V/def2-TZVPD.

Computed properties:
ΔE to the lowest compared entry with this formula, charge and spin: 55.6 kcal/mol
LUMO level (alpha / beta): 3.4 / 3.4 eV
net charge: -1
2S+1: 2

Atoms and positions in Å:
C 1.175300 -1.046261 0.128790
C 0.261787 -1.944638 1.062067
N -0.768094 -1.176267 1.936645
C -2.097467 -1.444866 1.641315
N -2.986125 -0.654154 2.089657
H 0.388796 -0.286775 -0.306352
H 1.412711 -1.815285 -0.504084
H 2.184018 -0.765661 0.465748
H -0.257606 -2.602820 0.326753
H 0.737665 -2.346008 1.941531
H -0.450539 -0.217475 2.139644
H -2.187217 -2.361510 1.106620
H -4.072984 -0.731986 2.092053
H 2.189692 2.050565 1.235220
H 1.186405 2.900293 0.317055
O 1.508791 2.015558 0.565725
H 1.146357 3.045778 -5.068219
H 0.304398 4.026260 -5.913614
O 0.324112 3.355251 -5.256554

Atoms 1-3, force components in eV/Å:
-2.839 0.773 1.673
-0.525 2.381 1.295
0.446 -0.649 -2.426

(3)
Below is 2 unconnected molecules or ions with the total composition C3H12N2O2 in a non-equilibrium geometry, with properties calculated with ωB97M-V/def2-TZVPD.

Computed properties:
ΔE to the lowest compared entry with this formula, charge and spin: 33.4 kcal/mol
SMILES: NC[C@@H](N)CO.O
LUMO level: 0.8 eV
2S+1: 1

Atoms and positions in Å:
N -1.836857 1.440258 0.003213
C -0.861249 0.365387 -0.085737
C 0.554634 0.958185 -0.141998
O 0.890767 1.716008 -1.311379
C -0.837777 -0.578601 1.152067
N 0.218589 -1.590017 1.182088
H -1.619402 2.050351 0.777893
H -1.963962 1.896831 -0.883524
H -1.063186 -0.113334 -1.033167
H 0.652220 1.698080 0.646663
H 1.395543 0.270250 -0.022075
H 1.397408 1.175022 -1.921041
H -0.786727 0.142252 1.985999
H -1.832091 -1.086277 1.244144
H 0.249561 -2.213564 1.976089
H 1.116396 -1.130904 1.172746
H 1.621861 -1.314946 -0.926195
H 1.259175 -2.315680 -1.944812
O 1.445097 -1.369301 -1.870974

Atoms 1-3, force components in eV/Å:
-0.342 -1.204 0.863
1.458 0.101 -0.211
1.046 0.740 -0.816

(4)
Below is a molecular structure, C3H12N2O2 in a non-equilibrium geometry, with properties calculated with ωB97M-V/def2-TZVPD.

Computed properties:
ΔE to the lowest compared entry with this formula, charge and spin: 92.5 kcal/mol
LUMO level: 0.0 eV
2S+1: 1

Atoms and positions in Å:
C 1.918348 0.363429 1.224204
C 2.192713 0.120784 -0.260044
N 0.945466 0.065628 -1.083657
C 0.201396 -1.127884 -0.844726
N -1.072579 -1.128889 -0.409829
H 1.367499 -0.493255 1.619475
H 2.872185 0.364021 1.766137
H 1.311424 1.241861 1.418897
H 2.698921 -0.816446 -0.492083
H 2.781900 0.947758 -0.649824
H 0.282502 0.765407 -0.720909
H 0.575473 -1.983650 -1.442634
H -0.999711 -0.620011 -1.410231
H -1.133604 0.112926 0.675405
H -2.030216 1.491519 0.936150
O -1.183231 1.057428 1.038421
H -4.339864 -0.242641 -0.610661
H -2.834209 -0.386400 -0.344913
O -3.554422 0.268410 -0.409171

Atoms 1-3, force components in eV/Å:
0.323 -1.214 -0.109
-0.231 0.518 -0.625
-1.242 -1.025 1.812

(5)
Below is 2 unconnected molecules or ions with the total composition C3H12N2O2, with properties calculated with ωB97M-V/def2-TZVPD.

Computed properties:
ΔE to the lowest compared entry with this formula, charge and spin: 17.7 kcal/mol
SMILES: NCCNCO.O
LUMO level: 0.9 eV
2S+1: 1

Atoms and positions in Å:
C -0.642341 -0.933888 0.133412
N -0.140966 0.411071 0.306951
C -0.564057 1.035386 1.555100
O -0.027844 2.317048 1.686274
C -0.196924 -1.502675 -1.208100
N -0.697027 -0.675304 -2.304580
H -0.252826 -1.577262 0.926335
H -1.741764 -1.003701 0.201875
H -0.471083 0.980703 -0.460024
H -0.244324 0.402600 2.390072
H -1.656001 1.117113 1.585173
H 0.934804 2.227990 1.604686
H -0.517531 -2.546420 -1.252340
H 0.895049 -1.508642 -1.229460
H -0.219089 -0.893838 -3.175919
H -1.667238 -0.864474 -2.441773
H 3.133475 1.135438 0.284929
H 1.648078 0.759812 0.468769
O 2.427604 1.119044 0.928624

Atoms 1-3, force components in eV/Å:
-0.034 -0.435 -0.144
0.057 0.120 0.131
-0.091 -0.119 0.119

(6)
Below is 3 unconnected molecules or ions with the total composition C3H12N2O2 in a non-equilibrium geometry, with properties calculated with ωB97M-V/def2-TZVPD.

Computed properties:
ΔE to the lowest compared entry with this formula, charge and spin: 38.2 kcal/mol
SMILES: CC/N=C\N.O.O
LUMO level: 0.6 eV
2S+1: 1

Atoms and positions in Å:
C 1.368333 -2.088326 -0.131140
C 1.440788 -0.559411 0.016364
N 0.086784 2.020849 0.443415
C -0.134785 0.873672 1.124023
N 0.308473 -0.300147 0.926547
H 1.764332 -2.628257 0.751725
H 1.875928 -2.552153 -0.964882
H 0.336223 -2.476702 -0.022825
H 1.362245 -0.087925 -0.956017
H 2.315696 -0.121086 0.539127
H 0.839650 2.178765 -0.208092
H -0.510179 2.819775 0.569764
H -0.916739 0.965634 1.881078
H -6.187767 -2.334416 -0.810184
H -6.487560 -3.811922 -0.798758
O -6.463176 -3.056181 -1.384080
H 3.420237 3.003989 -0.118931
H 2.818986 4.560212 -0.380336
O 2.762532 3.593630 -0.476798

Atoms 1-3, force components in eV/Å:
0.380 -1.122 1.323
-1.146 -0.532 1.043
0.450 0.973 -0.431

(7)
Below is 2 unconnected molecules or ions with the total composition C3H12N2O3 in a non-equilibrium geometry, with properties calculated with ωB97M-V/def2-TZVPD.

Computed properties:
ΔE to the lowest compared entry with this formula, charge and spin: 27.8 kcal/mol
SMILES: NCC(O)(O)O.CN
LUMO level: 0.4 eV
2S+1: 1

Atoms and positions in Å:
C -0.524914 -1.201599 0.653671
C -0.667469 0.297942 0.997938
N -1.832924 0.921551 0.420205
O 0.712913 -1.618633 1.132742
O -1.551294 -1.982524 1.214641
O -0.619098 -1.367889 -0.719920
H 0.893261 -2.519932 0.834805
H -1.567603 -1.856918 2.168225
H -1.038854 -2.215479 -0.914291
H -1.782000 0.862480 -0.594218
H -2.675206 0.433912 0.702711
H -0.731967 0.377499 2.087130
H 0.140426 1.706203 -1.273247
C 2.127004 1.418609 -1.112926
N 0.882556 1.229016 -1.813301
H 0.614306 0.247881 -1.789456
H 0.307767 0.825605 0.747363
H 2.434449 2.460899 -1.191703
H 1.983107 1.197208 0.003618
H 2.895541 0.784174 -1.553990

Atoms 1-3, force components in eV/Å:
0.227 0.248 0.260
1.017 0.037 0.232
0.206 0.238 -0.364

(8)
Below is 2 unconnected molecules or ions with the total composition C3H12N2OS in a non-equilibrium geometry, with properties calculated with ωB97M-V/def2-TZVPD.

Computed properties:
ΔE to the lowest compared entry with this formula, charge and spin: 14.3 kcal/mol
SMILES: NCNCCS.O
LUMO level: 0.7 eV
2S+1: 1

Atoms and positions in Å:
C 0.817906 -1.106210 -0.130321
C 1.225681 -1.151102 1.337146
S 1.583103 0.548181 1.936606
N -0.443280 -0.392585 -0.349648
C -0.708517 -0.094078 -1.741708
N -0.107653 1.141095 -2.214404
H 1.619754 -0.623661 -0.681742
H 0.728851 -2.148239 -0.475904
H 2.199815 -1.643593 1.320423
H 0.526313 -1.579802 2.039395
H 0.376076 0.975456 1.580157
H -1.183076 -0.952986 0.069948
H -0.321470 -0.853056 -2.423604
H -1.776678 -0.100366 -1.961763
H -0.181576 1.935424 -1.596875
H 0.776921 0.937427 -2.639592
H -1.599173 1.616478 1.196805
H -1.670145 2.126517 2.644955
O -1.862843 1.365106 2.090119

Atoms 1-3, force components in eV/Å:
-0.741 -0.359 0.361
0.932 1.175 -0.543
0.237 -0.323 0.017

(9)
Below is 2 unconnected molecules or ions with the total composition C3H12N2OS, with properties calculated with ωB97M-V/def2-TZVPD.

Computed properties:
ΔE to the lowest compared entry with this formula, charge and spin: 10.1 kcal/mol
SMILES: NC[C@H](N)CS.O
LUMO level: 0.8 eV
2S+1: 1

Atoms and positions in Å:
N -0.423657 0.065969 -1.314166
C -0.777663 0.143060 0.069757
C -2.104163 0.840759 0.286639
S -3.561948 -0.072108 -0.310454
C 0.318846 0.830625 0.897661
N 1.548779 0.043210 0.889506
H -0.720092 0.703529 -2.024404
H 0.015738 -0.777426 -1.625620
H -0.853373 -0.889416 0.408707
H -2.117767 1.773561 -0.267422
H -2.249182 1.114501 1.332472
H -2.984919 -1.278433 -0.366178
H 0.513007 1.773606 0.403725
H -0.022053 1.040640 1.909786
H 2.330763 0.604163 0.598883
H 1.686162 -0.440190 1.761322
H 2.617231 -1.468744 -0.405421
H 3.826415 -1.846026 -1.256469
O 2.957878 -2.161279 -0.988324

Atoms 1-3, force components in eV/Å:
0.459 -0.397 -0.190
-0.016 0.061 -0.059
-0.348 0.145 0.060

(10)
Below is 2 unconnected molecules or ions with the total composition C3H12N2OS in a non-equilibrium geometry, with properties calculated with ωB97M-V/def2-TZVPD.

Computed properties:
ΔE to the lowest compared entry with this formula, charge and spin: 19.7 kcal/mol
SMILES: NCNCCS.O
LUMO level: 0.6 eV
2S+1: 1

Atoms and positions in Å:
C -0.209273 -1.452961 -0.498438
C 1.171277 -2.145076 -0.423264
S 2.612252 -1.034898 -0.720445
N -0.196088 -0.085720 0.054904
C -1.475601 0.582248 -0.012996
N -1.587280 1.553092 -1.137735
H -0.397013 -1.375365 -1.571949
H -1.017264 -1.982381 0.013280
H 1.287749 -2.929579 -1.164483
H 1.373147 -2.594660 0.548282
H 2.091342 0.159767 -0.375182
H 0.095216 -0.204046 1.018159
H -2.309395 -0.123237 -0.096894
H -1.625060 1.210719 0.862243
H -1.136983 1.126632 -1.940134
H -1.111824 2.384743 -0.828082
H 0.903894 1.532680 1.972802
H 0.720570 3.040336 1.823098
O 0.810325 2.337709 2.476839

Atoms 1-3, force components in eV/Å:
0.709 0.655 -0.637
0.160 0.607 0.854
-0.012 0.036 -0.300